Molecular formula: C47H46N8O5S2SeSiTi
Method: DFT, ωB97M-V/def2-TZVPD

The spin multiplicity is 3. The HOMO-LUMO gap (spin up / spin down) comes out at 3.070 / 4.838 eV. The calculation puts the energy relative to the best compared isomer or geometry (same formula, charge and spin) at 135.54 kcal per mole. Its charge is -2. As for the max |F|: 2.33 eV/A. For the electronic energy, the calculation gives -6969.779654 Ha. As for the highest occupied orbital energy (spin up / spin down): 0.3075 / -1.4559 eV.

The geometry in XYZ format:
```
111
C47H46N8O5S2SeSiTi, DFT ωB97M-V/def2-TZVPD
Ti 0.070 -0.023 0.348
O 2.972 1.504 0.864
C 2.399 0.427 1.028
N 1.341 0.182 1.863
C 1.239 -1.053 2.506
C 2.260 -1.554 3.306
C 2.093 -2.742 4.000
C 0.908 -3.452 3.901
C -0.121 -2.984 3.096
C 0.031 -1.793 2.391
N -0.906 -1.191 1.551
C -2.216 -1.455 1.574
O -2.763 -2.468 2.025
C -3.115 -0.345 1.084
C -4.479 -0.598 1.090
C -5.412 0.404 0.947
C -4.939 1.711 0.872
C -3.594 1.946 0.848
N -2.677 0.942 0.873
C 2.677 -0.804 0.202
C 3.893 -1.371 -0.092
C 3.933 -2.610 -0.740
C 2.706 -3.230 -1.069
C 1.528 -2.590 -0.786
N 1.478 -1.378 -0.177
H 3.178 -0.986 3.397
H 2.897 -3.106 4.631
H 0.783 -4.382 4.444
H -1.055 -3.517 3.020
H -4.768 -1.624 1.263
H -6.470 0.187 0.945
H -5.616 2.553 0.845
H -3.188 2.943 0.822
H 4.801 -0.854 0.190
H 4.877 -3.099 -0.946
H 2.686 -4.198 -1.552
H 0.571 -3.035 -1.026
O -0.638 0.049 5.036
S -0.893 0.979 3.903
O -0.219 2.302 4.094
N -1.378 1.178 0.765
C -0.854 2.411 0.349
C 0.175 2.975 1.078
C 0.844 4.114 0.601
C 0.496 4.702 -0.582
C -0.543 4.155 -1.363
C -0.900 4.645 -2.634
C -1.895 4.024 -3.347
C -2.563 2.939 -2.762
N -2.261 2.449 -1.584
C -1.251 3.013 -0.892
C -2.676 1.467 4.339
C -2.936 2.724 4.860
C -4.226 3.082 5.231
C -5.266 2.175 5.066
C -5.002 0.905 4.570
C -3.706 0.545 4.223
H 0.424 2.562 2.050
H 1.651 4.522 1.196
H 1.022 5.577 -0.946
H -0.360 5.493 -3.040
H -2.166 4.360 -4.340
H -3.389 2.448 -3.270
H -2.095 3.398 4.989
H -4.423 4.063 5.652
H -6.278 2.451 5.348
H -5.812 0.191 4.458
H -3.486 -0.463 3.889
C -0.967 1.926 -6.744
C -1.692 0.913 -5.859
C -0.727 0.065 -5.044
N 0.079 0.917 -4.169
C 0.981 0.431 -3.292
S 1.324 1.260 -1.865
N 1.716 -0.682 -3.591
C 2.013 -1.336 -4.792
O 2.144 -2.542 -4.771
C 2.281 -0.531 -5.995
C 2.512 0.849 -5.989
C 2.847 1.507 -7.157
C 2.952 0.821 -8.360
C 2.727 -0.551 -8.377
C 2.410 -1.216 -7.211
H -1.681 2.520 -7.318
H -0.298 1.418 -7.442
H -0.367 2.599 -6.130
H -2.296 0.245 -6.476
H -2.363 1.436 -5.175
H -0.070 -0.485 -5.716
H -1.280 -0.651 -4.425
H -0.439 1.687 -3.766
H 2.026 -1.204 -2.770
H 2.454 1.402 -5.063
H 3.033 2.574 -7.136
H 3.213 1.347 -9.269
H 2.804 -1.102 -9.306
H 2.253 -2.286 -7.200
C -0.652 -4.045 -3.119
Si -2.025 -2.945 -2.367
C -3.285 -2.648 -3.779
C -2.908 -3.890 -0.974
Se -1.409 -0.867 -1.625
H -1.078 -4.670 -3.909
H -0.215 -4.712 -2.375
H 0.157 -3.461 -3.559
H -4.092 -3.382 -3.741
H -2.807 -2.716 -4.758
H -3.714 -1.651 -3.680
H -3.080 -4.939 -1.231
H -3.871 -3.418 -0.775
H -2.341 -3.845 -0.045
```